[1]
Formula: C4H11O
Source: the Open Molecules 2025 dataset
Level of theory: the ωB97M-V functional and the def2-TZVPD basis

Properties
Energy above the lowest of the compared OMol25 structures with the same formula, charge and spin, eV: 0.7789
HOMO, eV: -1.83
E_tot, eV: -6372.4338
Total charge: -1

Structure (XYZ):
```
16
Properties=species:S:1:pos:R:3:nbo_charge:R:1
C -2.826 1.771 0.338 -0.21
O -1.594 1.195 0.554 -1.01
H -2.841 2.865 0.602 0.08
H -3.653 1.201 0.794 0.09
H -2.987 1.798 -0.770 0.08
C 1.480 0.401 -0.491 -0.64
C 1.372 -0.729 0.489 -0.40
C 0.983 -2.103 -0.184 -0.62
H 0.651 1.133 -0.406 0.29
H 2.481 0.905 -0.483 0.18
H 1.491 0.096 -1.554 0.18
H 2.399 -0.942 0.901 0.16
H 0.635 -0.568 1.293 0.24
H 1.047 -2.920 0.533 0.20
H 1.449 -2.081 -1.173 0.19
H -0.089 -2.021 -0.442 0.21
```

[2]
Formula: C4H11O4
Source: the Open Molecules 2025 dataset
Level of theory: the ωB97M-V functional and the def2-TZVPD basis

Properties
Energy above the lowest of the compared OMol25 structures with the same formula, charge and spin, eV: 3.7651
HOMO, eV: -3.22
E_tot, eV: -12514.8437
Total charge: -1

Structure (XYZ):
```
19
Properties=species:S:1:pos:R:3:nbo_charge:R:1
C -2.038 0.473 -0.491 0.05
O -2.918 1.304 -0.128 -0.90
C -0.695 0.636 0.435 -0.45
C 0.579 0.297 -0.404 -0.52
C 1.537 -0.511 0.476 0.48
O 2.432 -1.244 0.179 -0.57
H -2.277 -0.656 -0.222 0.04
H -1.661 0.679 -1.423 0.10
H -0.754 1.808 0.643 0.20
H -0.674 0.061 1.269 0.17
H 1.201 1.208 -0.730 0.22
H 0.358 -0.171 -1.259 0.21
H 1.357 -0.052 1.530 0.07
H -4.826 2.565 -1.865 0.44
H -3.471 2.007 -1.366 0.50
O -3.932 2.376 -2.128 -1.02
H 5.120 -2.949 2.269 0.47
H 5.222 -3.931 1.134 0.47
O 5.438 -3.900 2.081 -0.94
```

[3]
Formula: C4H11O5P
Source: the Open Molecules 2025 dataset
Level of theory: the ωB97M-V functional and the def2-TZVPD basis

Properties
Energy above the lowest of the compared OMol25 structures with the same formula, charge and spin, eV: 5.3904
HOMO, eV: -10.35
E_tot, eV: -23848.8486
Total charge: 0
SMILES: CC[C@H](C)O[P@](=O)(O)OO

Structure (XYZ):
```
21
Properties=species:S:1:pos:R:3:nbo_charge:R:1
C -1.217 -2.356 0.573 -0.65
C -1.293 -1.095 -0.472 -0.44
C 0.193 -0.384 -0.762 0.08
C 1.322 -1.511 -1.265 -0.66
O 0.776 0.248 0.430 -0.76
P 0.217 1.875 0.675 2.31
O -1.015 1.919 1.665 -1.04
O -0.188 2.756 -0.769 -0.95
O 1.536 2.728 1.504 -0.47
O 1.063 3.448 2.481 -0.38
H -0.290 -2.178 1.289 0.22
H -1.058 -3.349 -0.070 0.21
H -2.221 -2.477 1.200 0.23
H -1.950 -0.249 0.029 0.23
H -1.823 -1.451 -1.454 0.22
H 0.038 0.323 -1.680 0.20
H 1.248 -1.736 -2.411 0.23
H 2.373 -1.005 -1.009 0.23
H 1.289 -2.502 -0.643 0.23
H 0.599 2.903 -1.371 0.51
H 0.400 4.093 2.058 0.45
```

[4]
Formula: C4H11OP
Source: the Open Molecules 2025 dataset
Level of theory: the ωB97M-V functional and the def2-TZVPD basis

Properties
Energy above the lowest of the compared OMol25 structures with the same formula, charge and spin, eV: 1.3449
HOMO, eV: -10.18
E_tot, eV: -15661.5160
Total charge: 0
SMILES: CCCC[PH2]=O

Structure (XYZ):
```
17
Properties=species:S:1:pos:R:3:nbo_charge:R:1
C -2.191 -0.669 0.357 -0.60
C -0.862 0.030 0.510 -0.41
C -0.324 0.379 -0.866 -0.41
C 1.210 0.674 -0.891 -0.71
P 2.288 -0.185 0.446 1.53
O 3.641 -0.226 0.100 -1.09
H -2.498 -0.984 1.305 0.21
H -3.039 -0.052 -0.037 0.21
H -2.124 -1.525 -0.269 0.20
H -0.071 -0.419 1.251 0.20
H -1.120 0.926 1.032 0.20
H -0.804 1.295 -1.265 0.21
H -0.625 -0.315 -1.690 0.21
H 1.385 1.659 -0.683 0.22
H 1.648 0.399 -1.861 0.24
H 1.974 0.511 1.723 -0.11
H 1.512 -1.497 0.836 -0.11
```